DFT (wB97M-V/def2-TZVPD) results for a 2-piece molecular cluster, C6H10NO overall.

```
18
Properties=species:S:1:pos:R:3:nbo_charge:R:1
C 2.324 -0.212 0.107 0.12
C 1.204 -0.712 -0.236 -0.19
C 3.362 0.468 0.601 -0.35
C -0.813 1.683 -0.566 -0.47
C 0.014 -1.107 -0.645 -0.04
C -1.926 0.975 -0.391 0.10
N -0.902 -1.864 0.202 -0.71
O -2.490 0.502 0.796 -0.67
H 3.948 1.347 0.021 0.25
H 3.844 0.215 1.506 0.23
H -0.302 2.071 0.269 0.20
H -0.245 1.792 -1.484 0.24
H -0.461 -0.627 -1.566 0.25
H -2.449 0.721 -1.292 0.20
H -1.494 -1.254 0.728 0.46
H -0.357 -2.354 0.957 0.45
H -1.371 -2.628 -0.326 0.46
H -1.885 0.983 1.318 0.48
```

As for the HOMO energy (alpha / beta): -10.538 / -13.304 eV. Its spin multiplicity is 3. For the HOMO-LUMO gap (alpha / beta), the calculation gives 6.985 / 6.610 eV. The calculation puts the LUMO energy (alpha / beta) at -3.55 / -6.69 eV. Its net charge is +1. For the energy above the lowest of the compared OMol25 structures with the same formula, charge and spin, the calculation gives 256.52 kJ/mol.